25
Properties=species:S:1:pos:R:3:mulliken_charge:R:1 method="wB97M-V/def2-TZVPD" multiplicity=1 e_homo_ha=-0.446 lumo_ev=-3.236 total_charge=+1
O -2.35 1.46 0.22 -0.38
N -2.10 -2.00 0.53 -0.20
N -1.51 0.50 0.87 -0.33
C -0.81 -1.69 -0.17 -1.01
C -0.83 0.87 -1.36 -0.31
C -1.91 1.58 -1.04 -0.62
C 1.34 1.95 0.65 -1.45
C 1.99 -0.21 -0.52 -1.48
C 1.02 0.46 0.50 0.00
C -0.41 0.24 -0.02 0.61
H 2.38 2.02 0.63 0.46
H 0.06 -2.22 0.24 0.38
H -0.14 0.70 -2.11 0.51
H 2.07 -1.33 -0.53 0.30
H 2.93 0.09 -0.16 0.45
H -0.71 -2.05 -1.24 0.31
H -1.17 0.91 1.76 0.35
H 1.22 0.03 1.41 0.66
H 0.89 2.53 -0.05 0.44
H 1.69 0.23 -1.42 0.45
H -2.85 -1.55 0.02 0.35
H -2.47 2.25 -1.73 0.45
H -2.44 -2.95 0.55 0.35
H 1.03 2.19 1.73 0.33
H -2.17 -1.57 1.50 0.37